Formula: C3H7NO2
Source: the OMol25 dataset
Level of theory: the ωB97M-V functional and the def2-TZVPD basis

Computed properties:
* total charge: 0
* energy relative to the best compared isomer or geometry (same formula, charge and spin): 157.2 kJ/mol
* HOMO-LUMO gap: 10.714 eV
* structure (SMILES): CC=O.NC=O
* DFT total energy: -8808.8991 eV

Atoms and positions in Å:
O1 -0.9716 -1.3278 1.6239
C1 -0.4533 -1.3181 0.5306
C2 1.0181 -1.2402 0.2593
H1 -1.0877 -1.7036 -0.2891
H2 1.2435 -1.0487 -0.7832
H3 1.4315 -0.3972 0.8152
H4 1.4877 -2.1508 0.6284
C3 -0.4157 1.4965 -1.0978
N1 -0.3918 1.5294 0.2509
O2 -0.3807 0.4939 -1.7892
H5 -0.6158 2.4223 -1.6444
H6 -0.1443 2.4319 0.6210
H7 -0.7201 0.8122 0.8744

Here are the Mulliken charges for atoms 1 to 6, given in e: number 1, O, carries -0.504; number 2, C, carries -0.031; number 3, C, carries -0.755; number 4, H, carries 0.361; number 5, H, carries 0.286; number 6, H, carries 0.270